12
Properties=species:S:1:pos:R:3:forces:R:3:nbo_charge:R:1 method="wB97M-V/def2-TZVPD" lumo_ev=1.13 spin_multiplicity=1 max_force_ha_per_bohr=0.070 charge=0 homo_ev=-9.8 gap_ev=10.9 relative_energy_kcal_mol=13.9
H 1.216 0.435 -0.689 0.69 -0.16 -0.21 0.2147
Cl -0.470 1.882 -1.208 -0.09 1.44 -0.32 -0.0403
C -0.290 -1.667 -0.897 -1.46 0.13 0.33 -0.3835
C 0.455 0.961 1.219 -1.53 -1.46 0.49 -0.6104
H -1.703 -0.285 -0.325 0.28 0.20 0.29 0.2076
C 0.292 0.664 -0.204 -0.53 -1.88 -0.52 -0.2379
H -0.414 1.463 1.550 -0.78 0.80 0.73 0.2203
H 0.681 -2.028 -0.969 2.00 -0.03 -0.31 0.1816
C -0.631 -0.493 -0.364 -0.81 -1.44 -1.75 -0.1869
H 0.530 0.030 1.781 -0.10 -0.17 -0.09 0.2216
H -0.984 -2.408 -1.296 -0.37 0.32 0.59 0.1994
H 1.317 1.447 1.403 2.71 2.25 0.77 0.2138

---

13
Properties=species:S:1:pos:R:3:forces:R:3:mulliken_spin:R:1 method="wB97M-V/def2-TZVPD" lumo_ev="1.15 / -4.01" spin_multiplicity=2 max_force_ha_per_bohr=0.028 charge=0 homo_ev="-9.7 / -9.7" gap_ev="10.9 / 5.7" relative_energy_kcal_mol=0.0
H 1.868 -1.021 -0.725 -0.14 0.18 -0.08 0.0000
C -0.896 -0.619 0.430 0.56 0.44 -1.21 -0.0018
C 0.266 0.242 -0.035 -0.08 0.38 0.71 0.0032
Cl -1.599 -0.784 1.974 -0.08 0.09 1.46 0.0028
H -1.528 1.529 0.142 -0.15 -0.41 -0.02 0.0002
C -1.145 0.646 -0.362 0.08 -0.73 -0.69 -0.0028
Cl 1.719 1.471 3.991 -0.03 -0.02 -0.03 0.9994
H -0.893 -1.589 -0.075 -0.35 0.49 -0.01 0.0005
H 0.347 -1.083 -1.608 0.27 -0.08 -0.47 -0.0001
H 1.459 0.272 -1.863 0.00 0.29 -0.09 -0.0002
H -1.483 0.455 -1.385 0.06 0.48 0.28 -0.0003
C 1.050 -0.405 -1.124 0.27 -0.85 0.06 0.0005
H 0.834 0.886 0.640 -0.40 -0.26 0.09 -0.0016

---

15
Properties=species:S:1:pos:R:3:forces:R:3:nbo_charge:R:1 method="wB97M-V/def2-TZVPD" lumo_ev=0.68 spin_multiplicity=1 max_force_ha_per_bohr=0.057 charge=0 homo_ev=-10.1 gap_ev=10.8 relative_energy_kcal_mol=0.0
O -1.808 0.166 -1.670 0.31 0.30 -2.49 -1.0561
Cl -2.606 1.258 0.779 -1.18 1.38 1.16 -0.2644
H -0.111 0.395 1.519 0.77 0.18 -1.06 0.2633
H -0.178 2.491 -0.014 1.14 -1.20 -0.89 0.2303
H 0.500 1.409 -1.378 -0.65 0.24 -0.42 0.2320
H 1.455 -0.382 -0.948 0.52 -0.77 -0.10 0.2048
H 0.576 -2.216 1.366 -0.13 -0.05 -0.46 0.1969
C 0.128 0.352 0.413 -1.34 0.74 1.10 -0.6251
C 0.534 1.637 -0.322 -2.45 1.37 0.82 -0.6188
H 1.748 -2.704 0.034 -0.44 0.24 -0.28 0.2140
C 0.976 -0.723 -0.035 0.94 -1.05 -1.20 -0.2142
P -1.522 0.030 -0.275 -0.25 -0.77 1.09 1.8180
C 1.032 -1.967 0.402 0.98 -0.24 1.29 -0.3539
Cl -2.243 -1.730 0.351 0.23 -0.54 0.43 -0.2565
H 1.518 1.986 -0.221 1.54 0.18 1.03 0.2296

---

14
Properties=species:S:1:pos:R:3:forces:R:3:mulliken_charge:R:1 method="wB97M-V/def2-TZVPD" lumo_ev=-12.09 spin_multiplicity=1 max_force_ha_per_bohr=0.069 charge=+2 homo_ev=-19.3 gap_ev=7.2
C 0.405 -0.540 -0.626 0.16 -0.02 -0.15 0.2742
C 0.553 0.253 0.691 -0.78 -1.65 -0.64 -0.6068
H 1.293 -1.143 -0.726 0.37 -0.03 -0.19 0.4620
C -0.807 -1.446 -0.609 -0.01 0.15 0.05 -1.2638
Cl -1.166 2.303 0.520 -1.48 0.16 -0.98 0.1572
H -0.584 1.187 2.279 -0.83 -1.29 0.57 0.3768
Tl 1.576 2.391 -0.830 1.59 2.66 -1.18 0.7492
C -0.592 0.965 1.215 2.19 2.48 1.31 0.1423
H 1.341 1.071 0.637 -0.50 -1.15 1.04 0.2525
Cl 0.410 0.478 -2.164 -0.56 -0.79 -0.04 -0.1129
H -0.514 -2.399 -0.192 -0.01 -0.34 0.19 0.3669
H -1.168 -1.614 -1.611 -0.11 -0.18 -0.32 0.4287
H 0.876 -0.464 1.436 0.25 -0.14 0.25 0.3950
H -1.622 -1.042 -0.021 -0.28 0.15 0.10 0.3789